ORCA calculation (wB97M-V/def2-TZVPD) on a cluster of 14 separate species, C2H31O14 in total at a distorted geometry.

The LUMO energy comes out at 0.0816 Ha. The HOMO energy is -6.252 eV. The maximum force comes out at 3.1 eV/Å. The charge is -1. As for the energy relative to the best compared isomer or geometry (same formula, charge and spin): 145.2 kJ/mol. Its multiplicity is 1. Its total energy is -1148.1792 Ha.

Each line ends with the natural charge from an NBO analysis.
Positions of all 47 atoms, in Å:
C (0.22048, -0.87074, -1.34205)  -0.6367
C (-0.81891, 0.24154, -1.15077)  -0.0797
O (-0.18549, 1.13153, -0.28944)  -0.9891
H (-0.22458, -1.62473, -1.88005)  0.1906
H (0.44854, -1.40482, -0.36937)  0.1701
H (1.09631, -0.60387, -1.92631)  0.2222
H (-1.70750, -0.13376, -0.66776)  0.1221
H (-1.24803, 0.56118, -2.11065)  0.1581
O (0.94278, -1.17040, 1.91417)  -0.9806
H (0.20983, -1.07151, 1.32545)  0.5056
H (0.85067, -0.97370, 2.81113)  0.5009
O (-2.30875, 2.61232, -0.49314)  -0.9940
H (-3.05499, 2.08600, -0.72375)  0.4575
H (-1.54834, 1.98730, -0.51463)  0.4898
O (1.09758, -3.78416, 1.42382)  -0.9822
H (0.90384, -2.93762, 1.78138)  0.4980
H (1.88161, -3.69170, 0.88988)  0.4672
O (-1.82712, -2.15202, 0.76851)  -0.9477
H (-1.64314, -1.49584, 0.11369)  0.4660
H (-2.13524, -2.86469, 0.25367)  0.4729
O (-4.27078, 0.29510, -0.70325)  -0.9429
H (-4.87253, 0.75828, -0.13627)  0.4713
H (-4.48846, -0.64735, -0.48841)  0.4756
O (0.44273, 1.92399, 2.82495)  -0.9779
H (-0.28093, 1.34954, 2.86300)  0.4683
H (1.05199, 1.53495, 2.16154)  0.4792
O (1.23075, 2.27192, -2.13329)  -0.9769
H (0.85115, 1.72383, -2.86717)  0.4719
H (0.80780, 2.02302, -1.30588)  0.5056
O (-0.12827, 4.57683, -0.21357)  -0.9687
H (0.77012, 4.37046, 0.16783)  0.4696
H (-0.56256, 3.80342, -0.57386)  0.4964
O (-1.82149, 0.90123, 1.97592)  -0.9857
H (-1.15452, 0.88228, 1.28865)  0.5019
H (-2.60432, 0.47029, 1.68307)  0.4687
O (3.19061, -1.10945, -0.09103)  -0.9582
H (2.68769, -0.83497, 0.69932)  0.5118
H (2.54332, -1.58261, -0.58953)  0.4606
O (2.26996, 1.28405, 0.89821)  -0.9927
H (1.39912, 1.26021, 0.50644)  0.5033
H (2.75388, 1.91731, 0.40652)  0.4865
O (-0.48188, -4.78401, -0.87487)  -0.9524
H (0.03780, -4.28238, -0.29012)  0.4847
H (-0.01835, -5.60323, -0.73416)  0.4577
O (3.60232, 1.30616, -1.59005)  -1.0456
H (2.73998, 1.76094, -1.79784)  0.4841
H (3.35533, 0.58988, -0.89996)  0.4929

---

ORCA calculation (wB97M-V/def2-TZVPD) on the molecule C3H3NO2 at a distorted geometry.

The LUMO energy comes out at -0.0084 Ha. The HOMO energy is -9.263 eV. The maximum force comes out at 4.7 eV/Å. As for the energy relative to the best compared isomer or geometry (same formula, charge and spin): 316.3 kJ/mol. Its multiplicity is 1. Its total energy is -321.2572 Ha. The structure (SMILES) is [H]/N=C\OC=C=O.

Each line ends with the natural charge from an NBO analysis.
Positions of all 9 atoms, in Å:
C (1.37323, -0.62522, -0.17526)  0.4088
C (-2.04809, 0.14860, -0.04010)  0.6675
C (-0.79947, 0.07219, 0.39595)  -0.2497
N (1.80305, 0.47042, -0.43599)  -0.7046
O (-3.17783, 0.40767, -0.06962)  -0.4067
O (0.11185, -0.94579, 0.01330)  -0.4838
H (2.01987, -1.48924, -0.37624)  0.1716
H (1.23784, 1.28645, -0.53052)  0.3592
H (-0.52046, 0.67492, 1.21848)  0.2376

---

ORCA calculation (wB97M-V/def2-TZVPD) on a cluster of 15 separate species, C4H41N2O14 in total at a distorted geometry.

The LUMO energy (alpha / beta) comes out at 0.0000 / 0.0042 Ha. The HOMO energy (alpha / beta) is -1.775 / -9.244 eV. The maximum force comes out at 2.6 eV/Å. As for the energy relative to the best compared isomer or geometry (same formula, charge and spin): 0.0 kJ/mol. Its multiplicity is 2. Its total energy is -1339.7711 Ha.

Each line ends with the Löwdin spin population.
Positions of all 61 atoms, in Å:
N (0.73300, -1.63109, -2.00343)  0.0278
C (0.54738, -0.70637, -0.81703)  0.0179
C (-0.91776, -0.74207, -0.45723)  0.0274
C (0.99424, 0.70437, -1.26294)  0.0414
N (1.00095, 1.62371, -0.16759)  0.0093
C (2.20313, 1.60389, 0.65634)  0.0436
H (1.68165, -1.44075, -2.35784)  0.0101
H (0.41570, -2.58614, -1.85777)  0.0157
H (0.11287, -1.22597, -2.72093)  0.0279
H (1.20368, -1.07928, -0.03275)  0.0029
H (-1.49775, -0.53883, -1.35912)  0.0068
H (-1.11891, 0.12195, 0.13936)  0.0032
H (-1.25131, -1.67013, -0.00612)  0.0062
H (1.95119, 0.50979, -1.76279)  0.0106
H (0.35635, 0.99564, -2.10004)  0.0131
H (0.79328, 2.56109, -0.47722)  0.0100
H (2.28300, 0.67741, 1.22275)  0.0034
H (3.09039, 1.82273, 0.05134)  0.0100
H (2.10741, 2.39136, 1.39804)  0.0085
H (-3.12696, 1.52468, 0.75215)  0.0027
H (-4.11940, 0.41709, 0.27468)  0.0029
O (-3.66601, 0.76462, 1.05760)  0.0081
H (3.40947, -1.17978, -4.12259)  0.0326
H (4.14255, -0.45705, -2.94047)  0.0322
O (3.29005, -0.78276, -3.25402)  0.0925
H (-1.93694, 2.42952, -1.53191)  0.0067
H (-1.84285, 3.45269, -2.64102)  0.0085
O (-1.95078, 2.50242, -2.50596)  0.0359
H (2.35330, -2.49741, 1.87577)  0.0039
H (3.83332, -2.58096, 1.52808)  0.0073
O (2.96949, -2.86238, 1.20545)  0.0211
H (0.00667, 3.89234, 2.08291)  0.0077
H (-0.00991, 5.39458, 1.73878)  0.0091
O (-0.39567, 4.54796, 1.49746)  0.0245
H (0.46010, -1.88558, 2.45670)  0.0035
H (0.78319, -0.52096, 2.97425)  0.0073
O (1.22557, -1.33072, 2.69394)  0.0156
H (1.98149, 3.32273, 4.16607)  0.0129
H (0.45560, 3.49028, 4.47648)  0.0148
O (1.09323, 3.23913, 3.80638)  0.0351
H (-0.14868, -3.48802, 0.88252)  0.0035
H (1.21137, -4.09452, 0.50648)  0.0060
O (0.39511, -3.77165, 0.13586)  0.0144
H (-1.51903, -3.15900, 3.34249)  0.0044
H (-1.26377, -2.14523, 2.32870)  0.0032
O (-0.89361, -2.98969, 2.62432)  0.0123
H (-4.68822, -0.51751, -2.16020)  0.0080
H (-3.32160, 0.22876, -2.17534)  0.0069
O (-4.16247, 0.12792, -1.68061)  0.0241
H (-2.31583, 0.14673, 1.95017)  0.0025
H (-2.33873, -0.22531, 3.42323)  0.0061
O (-1.79546, -0.34002, 2.63568)  0.0207
H (-1.78034, 3.46332, 0.83748)  0.0052
H (-1.10693, 2.03603, 0.72097)  0.0056
O (-1.76759, 2.62834, 0.33029)  0.0196
H (3.16596, -4.14452, -1.75144)  0.0073
H (2.60306, -3.07516, -0.57373)  0.0060
O (2.60257, -3.42356, -1.48101)  0.0354
H (-1.94499, 0.94522, -3.79250)  0.0145
H (-2.52092, -0.48893, -4.22693)  0.0226
O (-2.05389, 0.01505, -3.55219)  0.0909

---

ORCA calculation (wB97M-V/def2-TZVPD) on a structure of composition C16H11AuN3O4 at a distorted geometry.

The LUMO energy (alpha / beta) comes out at -0.3812 / -0.5375 Ha. The HOMO energy (alpha / beta) is -18.776 / -18.759 eV. The maximum force comes out at 4.2 eV/Å. The charge is +3. Its multiplicity is 3. Its total energy is -1215.9109 Ha.

Each line ends with the Löwdin spin population.
Positions of all 35 atoms, in Å:
Au (-0.62755, 0.90923, -2.06204)  0.0022
C (0.09624, -0.88522, -2.57434)  0.0008
O (0.47313, -1.96962, -2.61346)  0.0001
C (-0.99493, 2.27908, -4.37885)  0.0000
O (-1.30998, 2.94605, -5.23865)  0.0000
C (0.26364, 2.30537, -0.77846)  0.0026
O (0.99829, 3.21888, -0.72076)  0.0005
C (-2.61138, 0.73205, -1.78550)  0.0005
O (-3.69207, 0.53800, -1.48057)  -0.0001
C (-3.00792, 4.81972, -0.01142)  0.4700
H (-3.76602, 4.17256, 0.42739)  0.0174
H (-2.17723, 5.08032, 0.64109)  0.0173
C (-3.05893, 5.21220, -1.30450)  0.4569
H (-2.28378, 5.84291, -1.74018)  0.0163
H (-3.88031, 4.91486, -1.95706)  0.0166
N (3.80852, -6.62692, 1.08630)  0.2566
C (3.24434, -5.60180, 1.10210)  0.0381
C (2.55909, -4.33483, 1.12822)  0.1904
C (3.16185, -3.19040, 0.59627)  0.0553
C (2.53231, -1.95508, 0.70863)  0.0468
C (1.28897, -1.86827, 1.34293)  0.1744
C (0.64715, -3.00506, 1.83840)  0.0346
C (1.28938, -4.24399, 1.71670)  0.0689
N (0.64425, -0.61206, 1.40879)  0.0606
C (-0.58833, -0.29301, 1.99652)  -0.0015
C (-0.90970, 0.96321, 1.59706)  0.0215
N (0.14206, 1.46567, 0.83726)  0.0285
C (1.04653, 0.48317, 0.73652)  0.0252
H (4.13415, -3.27051, 0.11485)  -0.0002
H (3.03026, -1.07156, 0.31844)  -0.0004
H (-0.33328, -2.92789, 2.31649)  -0.0008
H (0.80250, -5.14449, 2.09670)  0.0002
H (-1.12848, -0.99433, 2.60564)  -0.0006
H (-1.75961, 1.58294, 1.85069)  0.0008
H (1.96681, 0.52880, 0.17878)  0.0001